The following is a DFT calculation (ωB97M-V/def2-TZVPD) of an isolated molecule of C18H19NO at a distorted geometry.

Structure (XYZ):
```
39
Properties=species:S:1:pos:R:3:nbo_charge:R:1
C -1.8812 -1.4653 -0.9341 -0.424
N -1.6811 -0.1176 -1.5438 -0.471
C -2.7855 0.4893 -2.1616 -0.196
C -2.4316 1.9962 -2.3711 -0.400
C -0.9691 2.0798 -1.7951 -0.432
C -0.6680 0.7889 -1.0646 0.358
O -0.7220 0.9732 0.3951 -0.533
C 0.6548 0.9611 0.9001 0.046
C 0.6398 0.1612 2.1315 -0.030
C 0.3294 0.7461 3.4522 -0.179
C 0.3416 -0.0641 4.5881 -0.226
C 0.5660 -1.4466 4.5427 -0.203
C 0.9297 -2.0700 3.2923 -0.206
C 0.8912 -1.2219 2.1006 -0.204
C 1.4293 0.3778 -0.2579 -0.064
C 2.6899 -0.1120 -0.1705 -0.190
C 3.2528 -0.8256 -1.2571 -0.216
C 2.4240 -0.9045 -2.4582 -0.205
C 1.1646 -0.3229 -2.4998 -0.231
C 0.6333 0.2389 -1.3709 0.033
H -1.0483 -2.2423 -1.1109 0.201
H -2.8189 -1.9490 -1.2442 0.212
H -2.0300 -1.4250 0.1468 0.202
H -2.9082 0.0150 -3.1678 0.177
H -3.6600 0.3258 -1.5357 0.176
H -2.3446 2.2874 -3.4257 0.209
H -3.1407 2.7269 -1.8716 0.210
H -0.9924 3.0876 -1.2770 0.235
H -0.2901 2.3253 -2.6163 0.214
H 0.9368 1.9967 1.1150 0.192
H -0.0341 1.7579 3.4731 0.212
H -0.0866 0.3160 5.4257 0.203
H 0.6635 -1.9401 5.5063 0.213
H 1.0498 -3.1421 3.2539 0.217
H 0.9962 -1.7076 1.1411 0.218
H 3.2928 0.1046 0.7221 0.219
H 4.2902 -1.0042 -1.2123 0.217
H 2.8163 -1.4260 -3.3882 0.220
H 0.5005 -0.3690 -3.4521 0.226
```

Output
**HOMO energy**: -8.2 eV
**ΔE to the lowest compared entry with this formula, charge and spin**: 2.407 eV
**Kohn-Sham gap**: 9.0229 eV
**Structure (SMILES)**: CN1CCC[C@@]12O[C@@H](c1ccccc1)c1ccccc12

---

The following is a DFT calculation (ωB97M-V/def2-TZVPD) of a structure of composition C44H33Br3F9N3NiP2.

Structure (XYZ):
```
95
Properties=species:S:1:pos:R:3:nbo_charge:R:1
Ni 0.3159 1.4351 0.6057 1.144
Br 1.1920 1.6496 3.2760 0.117
C 3.0026 1.6746 2.5967 -0.506
Br 2.9880 1.6261 0.6585 0.115
H 3.5149 0.7937 2.9567 0.263
H 3.4787 2.5936 2.9074 0.255
N -0.8818 3.3436 -1.4961 -0.905
P -0.4049 1.7194 -1.6560 1.056
C 0.5855 1.7386 -3.1819 -0.424
C -0.0198 1.5994 -4.4328 -0.138
C 0.7465 1.7201 -5.5863 -0.206
C 2.1100 1.9712 -5.4980 -0.166
C 2.7139 2.1118 -4.2553 -0.187
C 1.9547 1.9968 -3.1021 -0.208
C -1.9302 0.8631 -2.1212 -0.401
C -1.8540 -0.5000 -2.4120 -0.220
C -2.9964 -1.2025 -2.7614 -0.186
C -4.2199 -0.5465 -2.8352 -0.194
C -4.2979 0.8110 -2.5599 -0.143
C -3.1566 1.5170 -2.1997 -0.226
C -0.2997 4.1848 -0.5673 0.413
C -0.4252 5.5695 -0.7054 -0.273
C 0.1770 6.3885 0.2176 -0.095
C 0.9083 5.8186 1.2602 -0.272
C 0.9812 4.4528 1.3232 0.051
N 0.3799 3.6252 0.4412 -0.611
H -1.2390 3.8038 -2.3202 0.424
H -1.0784 1.3861 -4.5182 0.223
H 0.2732 1.6111 -6.5545 0.240
H 2.7026 2.0574 -6.3998 0.241
H 3.7770 2.3085 -4.1861 0.236
H 2.4342 2.1189 -2.1359 0.203
H -0.8986 -1.0112 -2.3770 0.229
H -2.9323 -2.2605 -2.9896 0.235
H -5.1123 -1.0957 -3.1105 0.240
H -5.2490 1.3245 -2.6294 0.230
H -3.2363 2.5686 -1.9503 0.225
H -0.9842 5.9783 -1.5384 0.240
H 0.0921 7.4646 0.1279 0.249
H 1.4090 6.4261 2.0010 0.251
H 1.5349 3.9858 2.1222 0.200
F -4.8975 -4.8579 1.3949 -0.306
C -4.6179 -3.8238 2.1933 0.971
F -5.6028 -2.9114 2.0555 -0.320
F -4.6434 -4.2503 3.4624 -0.306
C -3.2850 -3.1985 1.8582 -0.123
C -2.5955 -3.5568 0.7147 -0.168
C -1.3876 -2.9337 0.4117 -0.224
C -0.8746 -1.9487 1.2505 -0.271
C -1.5964 -1.5892 2.3947 -0.264
C -2.7870 -2.2185 2.7066 -0.123
P 0.6679 -1.0393 0.8770 0.808
C 1.8341 -1.5472 2.2166 -0.340
C 1.4349 -1.8780 3.5090 -0.226
C 2.3707 -2.2208 4.4744 -0.114
C 3.7179 -2.2408 4.1560 -0.147
C 4.1363 -1.9368 2.8696 -0.136
C 3.1977 -1.5913 1.9068 -0.252
C 4.7333 -2.5541 5.2291 0.970
F 4.2560 -3.4445 6.1055 -0.306
F 5.8675 -3.0361 4.7079 -0.307
F 5.0388 -1.4320 5.9102 -0.317
C 1.4173 -1.9315 -0.5240 -0.388
C 1.6568 -1.2737 -1.7245 -0.213
C 2.1816 -1.9465 -2.8173 -0.177
C 2.4724 -3.2953 -2.7008 -0.089
C 2.2627 -3.9651 -1.5028 -0.196
C 1.7417 -3.2847 -0.4136 -0.123
C 3.0017 -4.0204 -3.9138 0.970
F 3.3798 -5.2667 -3.6198 -0.305
F 4.0541 -3.3691 -4.4328 -0.311
F 2.0513 -4.0811 -4.8633 -0.313
H -2.9969 -4.3192 0.0594 0.251
H -0.8588 -3.2196 -0.4889 0.233
H -1.2470 -0.7806 3.0283 0.218
H -3.3415 -1.9399 3.5962 0.239
H 0.3910 -1.8935 3.7828 0.229
H 2.0477 -2.4865 5.4734 0.242
H 5.1883 -1.9867 2.6161 0.244
H 3.5372 -1.3808 0.9007 0.233
H 1.4635 -0.2174 -1.7987 0.216
H 2.3714 -1.4232 -3.7486 0.246
H 2.5126 -5.0147 -1.4215 0.256
H 1.5860 -3.8133 0.5202 0.226
Br -6.0861 2.5634 2.4389 0.178
C -4.3118 2.1726 2.0082 -0.051
C -3.2879 3.0133 2.4266 -0.215
C -1.9964 2.7051 2.0635 0.028
N -1.6728 1.6311 1.3154 -0.595
C -2.6766 0.8247 0.9392 0.073
C -3.9993 1.0472 1.2693 -0.277
H -3.4949 3.8889 3.0294 0.249
H -1.1836 3.3316 2.4016 0.215
H -2.4221 -0.0332 0.3392 0.228
H -4.7639 0.3539 0.9436 0.261
```

Output
**HOMO energy (alpha / beta)**: -14.0 / -14.3 eV
**ΔE to the lowest compared entry with this formula, charge and spin**: 0.000 eV
**Spin multiplicity**: 3
**Charge**: +2
**Kohn-Sham gap (alpha / beta)**: 8.6224 / 7.9394 eV

---

The following is a DFT calculation (ωB97M-V/def2-TZVPD) of a structure of composition C34H27N6O2ReS at a distorted geometry.

Structure (XYZ):
```
71
Properties=species:S:1:pos:R:3:mulliken_charge:R:1
Re 0.1717 -0.9231 -0.8401 1.390
C -2.1272 0.7333 -3.5717 -1.105
O -1.4023 0.8421 -2.3455 0.189
C -1.6554 1.9106 -1.5444 0.042
C -2.2696 3.0857 -1.9732 -0.927
C -2.4361 4.1540 -1.1119 -0.761
C -1.9777 4.0743 0.2017 -1.138
C -1.4202 2.9070 0.6607 0.022
C -1.2669 1.7925 -0.1852 0.518
N -0.7993 0.5842 0.3339 0.630
N -0.8651 0.4769 1.5914 -0.421
C -0.7144 -0.5312 2.4145 0.615
C -0.5984 -1.9110 1.9351 0.854
O -0.4261 -2.1358 0.6940 -0.591
C -0.7406 -2.9587 2.8727 -1.035
C -0.9055 -2.7071 4.2076 -0.791
C -0.9433 -1.3856 4.7206 0.751
C -1.1111 -1.1340 6.0947 -0.907
C -1.1229 0.1614 6.5800 -0.606
C -0.9254 1.2335 5.7108 -0.854
C -0.7665 1.0113 4.3534 -0.399
C -0.8114 -0.2861 3.8294 0.396
H -3.2010 0.6677 -3.3791 0.442
H -1.7918 -0.1838 -4.0507 0.244
H -1.9232 1.5711 -4.2418 0.358
H -2.6155 3.1750 -2.9894 0.466
H -2.9182 5.0508 -1.4699 0.472
H -2.0642 4.9250 0.8567 0.479
H -1.0950 2.8203 1.6846 0.458
H -0.7162 -3.9706 2.4986 0.577
H -0.9922 -3.5327 4.9000 0.472
H -1.2372 -1.9714 6.7652 0.471
H -1.2783 0.3399 7.6335 0.439
H -0.8959 2.2417 6.0966 0.461
H -0.5912 1.8393 3.6850 0.393
N 0.4962 -2.3724 -3.7117 0.131
C 1.4108 -1.3571 -3.5469 0.636
C 2.4769 -1.2944 -4.4609 -0.952
C 3.3931 -0.2717 -4.3788 -0.515
C 3.2082 0.7144 -3.4081 -1.110
C 2.1547 0.5877 -2.5395 -0.133
N 1.2841 -0.4481 -2.5575 0.317
C -0.7463 -2.6307 -3.1691 0.621
C -1.5525 -3.5696 -3.8348 -0.940
C -2.8079 -3.8626 -3.3519 -0.537
C -3.2434 -3.2170 -2.1946 -0.938
C -2.4007 -2.3156 -1.5888 -0.286
N -1.1695 -2.0144 -2.0482 0.479
H 0.7214 -2.9816 -4.4916 0.248
H 2.5705 -2.0503 -5.2252 0.524
H 4.2235 -0.2210 -5.0647 0.481
H 3.8773 1.5550 -3.3323 0.552
H 1.9780 1.3407 -1.7854 0.460
H -1.1858 -4.0571 -4.7236 0.517
H -3.4376 -4.5754 -3.8596 0.477
H -4.2122 -3.4320 -1.7740 0.492
H -2.7228 -1.7909 -0.6999 0.525
S 3.9900 -1.1921 1.7295 -0.130
C 2.6308 -1.5046 0.7595 -0.285
N 1.9116 -0.4697 0.3792 0.488
C 2.4484 0.7037 0.8780 -0.397
C 1.9749 2.0025 0.6826 0.450
C 2.6040 3.0513 1.3198 -1.184
C 3.7168 2.8372 2.1312 -0.748
C 4.2315 1.5664 2.3062 -0.528
C 3.5932 0.5058 1.6744 0.602
H 2.3702 -2.5174 0.4980 0.377
H 1.1274 2.1884 0.0447 0.231
H 2.2294 4.0535 1.1843 0.509
H 4.1840 3.6750 2.6223 0.476
H 5.1022 1.3982 2.9189 0.482
```

Output
**HOMO energy (alpha / beta)**: -15.9 / -15.9 eV
**ΔE to the lowest compared entry with this formula, charge and spin**: 1.113 eV
**Spin multiplicity**: 2
**Charge**: +3
**Kohn-Sham gap (alpha / beta)**: 5.0254 / 5.0256 eV

---

The following is a DFT calculation (ωB97M-V/def2-TZVPD) of a cluster of 2 separate species, C3H9ClSi in total at a distorted geometry.

Structure (XYZ):
```
14
Properties=species:S:1:pos:R:3:nbo_charge:R:1
C 1.0954 0.6939 -0.8384 -1.121
C 0.9294 -1.7704 2.7570 -0.467
C -1.8491 0.7828 -2.1573 -1.144
Si -0.0953 -0.0284 -2.1540 1.222
Cl -0.4159 -2.0627 -1.6704 -0.430
H 1.8484 0.0027 -0.5541 0.250
H 1.4425 1.7292 -1.2705 0.248
H 0.5325 0.7611 0.0884 0.238
H 0.4485 -2.6590 2.8334 0.152
H 0.6208 -0.9535 2.1195 0.165
H 1.5153 -1.6907 3.5709 0.149
H -2.3293 0.8464 -3.0854 0.242
H -2.5724 0.3431 -1.4615 0.249
H -1.9706 1.9002 -1.8678 0.246
```

Output
**HOMO energy (alpha / beta)**: -7.8 / -9.0 eV
**ΔE to the lowest compared entry with this formula, charge and spin**: 1.035 eV
**Kohn-Sham gap (alpha / beta)**: 7.9452 / 8.1099 eV